# 1
# C23H29FN2O4RuSb2

A structure of composition C23H29FN2O4RuSb2 (the ωB97M-V functional and the def2-TZVPD basis, OMol25).

Calculated values
- LUMO level: -7.113 eV
- Electronic energy: -1979.03501 Ha
- ΔE to the lowest compared entry with this formula, charge and spin: 0.457 eV
- Net charge: +2
- Gap between HOMO and LUMO: 6.901 eV

Each line ends with the Löwdin charge.
Cartesian coordinates (Å):
Ru  -0.76  0.06  0.94  0.858
C  1.13  -1.06  0.97  -0.169
C  0.25  -1.56  2.01  -0.202
C  0.03  -0.51  2.94  -0.128
C  0.79  0.61  2.49  -0.072
C  1.45  0.28  1.28  -0.089
H  1.54  -1.63  0.16  0.106
H  -0.10  -2.57  2.12  0.109
H  -0.54  -0.57  3.85  0.127
H  0.79  1.59  2.94  0.141
H  2.06  0.97  0.70  0.125
C  -4.01  2.06  1.61  -0.254
Sb  -3.36  0.06  1.41  1.437
C  -4.01  -0.84  3.21  -0.255
C  -4.86  -0.39  -0.08  -0.270
C  -5.03  -1.70  -0.81  -0.298
C  -6.13  -2.49  -0.52  -0.030
C  -6.36  -3.67  -1.21  -0.044
C  -5.49  -4.07  -2.21  -0.045
C  -4.38  -3.28  -2.51  -0.036
C  -4.14  -2.11  -1.82  -0.322
C  -2.87  -1.34  -2.07  -0.253
Sb  -1.48  -1.94  -0.57  1.467
C  -2.47  -3.45  0.53  -0.234
C  0.04  -3.03  -1.56  -0.248
H  -5.09  2.04  1.72  0.036
H  -3.74  2.61  0.72  0.017
H  -3.55  2.53  2.48  0.032
H  -5.02  -0.48  3.43  0.031
H  -3.34  -0.55  4.02  0.016
H  -4.03  -1.92  3.12  0.017
H  -4.70  0.44  -0.79  0.076
H  -5.76  -0.16  0.47  0.074
H  -6.83  -2.17  0.24  0.122
H  -7.23  -4.27  -0.98  0.119
H  -5.67  -4.98  -2.77  0.119
H  -3.71  -3.59  -3.30  0.123
H  -2.98  -0.26  -2.01  0.057
H  -2.43  -1.59  -3.04  0.083
H  -2.41  -4.38  -0.03  0.041
H  -3.52  -3.19  0.66  0.011
H  -2.00  -3.58  1.51  0.015
H  -0.47  -3.75  -2.20  0.034
H  0.63  -3.57  -0.82  0.028
H  0.67  -2.39  -2.16  0.034
F  -0.77  7.89  1.73  0.136
C  -0.21  6.72  1.44  -0.184
C  -0.80  5.85  0.63  0.067
N  -0.21  4.62  0.34  0.005
C  -0.79  3.70  -0.60  -0.013
C  -0.91  2.32  -0.03  -0.592
O  -0.85  1.29  -0.77  -0.085
O  -1.11  2.10  1.20  -0.132
C  1.01  4.26  0.87  -0.451
O  1.51  3.18  0.60  0.067
N  1.59  5.18  1.69  0.236
C  1.09  6.44  2.07  -0.366
O  1.69  7.16  2.81  0.167
H  -1.75  6.06  0.16  0.151
H  -0.20  3.62  -1.52  0.160
H  -1.79  4.05  -0.87  0.150
H  2.50  4.94  2.06  0.180


# 2
# C24H23ClFeN2OP

A structure of composition C24H23ClFeN2OP at a distorted geometry (the ωB97M-V functional and the def2-TZVPD basis, OMol25).

Calculated values
- LUMO level (spin up / spin down): -7.137 / -8.823 eV
- Electronic energy: -3177.69508 Ha
- Net charge: +2
- Spin multiplicity: 6
- Gap between HOMO and LUMO (spin up / spin down): 7.512 / 6.070 eV

Each line ends with the Löwdin charge.
Cartesian coordinates (Å):
Fe  -0.22  -1.33  -0.77  0.509
Cl  -0.75  0.03  0.83  0.240
P  0.08  0.10  -2.51  1.012
C  -1.29  -0.88  -3.20  -0.399
C  -1.15  -1.75  -4.30  -0.129
C  -2.27  -2.36  -4.87  -0.033
C  -3.55  -2.12  -4.33  -0.015
C  -3.69  -1.34  -3.17  -0.039
C  -2.57  -0.73  -2.60  -0.113
C  -0.19  1.85  -2.80  -0.339
C  0.67  2.73  -2.09  -0.075
C  0.47  4.10  -2.18  -0.044
C  -0.57  4.61  -2.98  -0.027
C  -1.46  3.75  -3.64  -0.040
C  -1.28  2.37  -3.53  -0.064
C  1.62  -0.38  -3.28  -0.388
C  2.62  -0.95  -2.47  -0.099
C  3.86  -1.23  -3.05  -0.047
C  4.12  -0.89  -4.39  -0.026
C  3.12  -0.30  -5.18  -0.031
C  1.87  -0.04  -4.62  -0.071
H  1.45  2.29  -1.46  0.115
H  1.13  4.79  -1.64  0.126
H  -0.68  5.69  -3.11  0.123
H  -2.27  4.14  -4.24  0.123
H  -1.98  1.67  -3.99  0.109
H  -0.15  -1.97  -4.68  0.091
H  -2.16  -3.03  -5.73  0.131
H  -4.44  -2.52  -4.83  0.129
H  -4.69  -1.19  -2.74  0.130
H  -2.64  -0.15  -1.66  0.100
H  2.41  -1.15  -1.41  0.080
H  4.65  -1.71  -2.46  0.123
H  5.11  -1.08  -4.82  0.127
H  3.31  -0.04  -6.23  0.126
H  1.09  0.45  -5.21  0.123
H  -0.27  -3.71  -3.35  0.057
H  0.46  -3.66  -3.30  0.074
N  3.10  -4.31  4.01  0.177
C  2.85  -3.24  3.15  -0.450
O  3.61  -2.28  3.00  0.081
C  1.60  -3.32  2.32  -0.069
C  0.83  -4.47  2.07  0.070
C  -0.24  -4.43  1.15  0.005
C  -0.43  -3.29  0.40  -0.118
N  0.61  -2.36  0.42  -0.177
C  1.40  -2.19  1.52  -0.009
H  3.88  -4.09  4.63  0.130
H  2.31  -4.87  4.37  0.123
H  1.01  -5.41  2.57  0.134
H  -0.94  -5.26  0.97  0.142
H  -1.38  -3.00  -0.13  0.140
H  1.81  -1.19  1.74  0.151


# 3
# C8H10N2O3

The ion C8H10N2O3 with charge +2 at a distorted geometry (the ωB97M-V functional and the def2-TZVPD basis, OMol25).

Calculated values
- LUMO level (spin up / spin down): -8.481 / -8.483 eV
- Electronic energy: -645.17074 Ha
- ΔE to the lowest compared entry with this formula, charge and spin: 2.418 eV
- Net charge: +2
- Gap between HOMO and LUMO (spin up / spin down): 7.555 / 7.556 eV

Each line ends with the Löwdin charge.
Cartesian coordinates (Å):
C  -3.08  0.62  -1.20  0.426
C  -0.28  -1.95  2.01  0.278
C  -0.14  2.15  -0.51  0.032
C  0.91  2.16  0.62  -0.083
C  0.33  -1.43  -1.21  -0.136
C  1.40  -1.46  -0.20  -0.019
C  -0.69  0.64  -0.43  -0.307
C  -0.17  0.15  0.94  -0.236
N  -2.01  0.50  -0.76  0.254
N  -0.65  -0.89  1.52  0.175
O  0.62  1.09  1.53  0.048
O  0.07  -0.08  -1.50  -0.036
O  1.33  -2.40  0.75  0.056
H  -4.02  0.64  -1.77  0.178
H  -0.71  -2.52  2.71  0.097
H  -0.94  2.92  -0.34  0.155
H  0.31  2.28  -1.46  0.122
H  1.91  1.85  0.18  0.162
H  1.10  3.06  1.10  0.124
H  0.76  -1.87  -2.13  0.173
H  -0.56  -1.92  -0.83  0.142
H  2.39  -1.03  -0.40  0.178
H  2.12  -2.50  1.38  0.215


# 4
# C22H33N3O2

An isolated molecule of C22H33N3O2 (the ωB97M-V functional and the def2-TZVPD basis, OMol25).

Calculated values
- LUMO level: 0.626 eV
- SMILES: CCN(CCCNC(=O)[C@H]1CCC(=O)N1C1CCCC1)c1cccc(C)c1
- Electronic energy: -1172.92026 Ha
- ΔE to the lowest compared entry with this formula, charge and spin: 0.325 eV
- Net charge: 0
- Gap between HOMO and LUMO: 8.520 eV

Each line ends with the Löwdin charge.
Cartesian coordinates (Å):
C  -1.39  1.57  3.65  -0.061
H  -0.93  1.44  4.64  0.073
H  -1.07  2.53  3.25  0.069
H  -2.47  1.57  3.77  0.075
C  -0.96  0.43  2.73  -0.223
N  0.48  0.38  2.54  -0.097
C  1.12  1.23  1.67  -0.225
C  0.39  2.10  0.84  -0.013
C  1.00  2.89  -0.12  -0.285
C  2.38  2.85  -0.26  -0.071
C  3.12  2.05  0.58  -0.085
C  2.51  1.24  1.52  -0.072
H  3.15  0.65  2.16  0.098
H  4.20  2.03  0.50  0.107
H  2.87  3.46  -1.01  0.107
C  0.16  3.75  -1.02  -0.041
H  -0.09  3.20  -1.93  0.081
H  -0.77  4.04  -0.53  0.079
H  0.70  4.65  -1.31  0.079
H  -0.68  2.18  0.94  0.100
C  1.16  -0.57  3.39  -0.158
H  2.20  -0.27  3.55  0.109
C  1.11  -2.01  2.85  -0.142
C  2.13  -2.33  1.75  -0.170
N  1.94  -1.55  0.55  0.081
C  1.04  -1.90  -0.40  -0.441
O  0.39  -2.92  -0.37  0.093
C  0.98  -0.90  -1.57  -0.181
N  -0.35  -0.87  -2.15  0.017
C  -0.48  -1.68  -3.22  -0.449
O  -1.50  -1.88  -3.84  0.081
C  0.88  -2.27  -3.53  -0.065
C  1.85  -1.41  -2.73  -0.100
H  2.72  -1.97  -2.37  0.119
H  2.20  -0.57  -3.32  0.119
H  1.08  -2.28  -4.60  0.120
H  0.88  -3.30  -3.18  0.126
C  -1.44  -0.23  -1.43  -0.239
H  -0.96  0.40  -0.68  0.120
C  -2.32  0.63  -2.35  -0.127
C  -3.69  -0.05  -2.37  -0.191
C  -3.79  -0.67  -0.98  -0.186
H  -3.99  0.10  -0.23  0.107
H  -4.56  -1.43  -0.91  0.108
C  -2.39  -1.25  -0.78  -0.130
H  -2.30  -2.20  -1.31  0.120
H  -2.14  -1.43  0.27  0.099
H  -3.68  -0.84  -3.12  0.104
H  -4.50  0.64  -2.59  0.106
H  -2.41  1.64  -1.94  0.103
H  -1.90  0.71  -3.35  0.113
H  1.27  0.09  -1.23  0.143
H  2.34  -0.62  0.53  0.095
H  2.02  -3.38  1.48  0.122
H  3.14  -2.16  2.11  0.121
H  0.11  -2.22  2.46  0.109
H  1.30  -2.70  3.68  0.113
H  0.67  -0.55  4.37  0.121
H  -1.27  -0.52  3.16  0.119
H  -1.46  0.52  1.76  0.098


# 5
# C6H11N3O2

An isolated molecule of C6H11N3O2 at a distorted geometry (the ωB97M-V functional and the def2-TZVPD basis, OMol25).

Calculated values
- LUMO level (spin up / spin down): 0.496 / 0.488 eV
- Electronic energy: -549.73462 Ha
- ΔE to the lowest compared entry with this formula, charge and spin: 5.774 eV
- Net charge: 0
- Gap between HOMO and LUMO (spin up / spin down): 7.705 / 7.727 eV

Each line ends with the Löwdin charge.
Cartesian coordinates (Å):
C  -2.61  -0.12  0.09  -0.055
C  -0.53  -1.79  0.23  -0.279
C  -3.76  -0.72  0.05  -0.197
C  0.40  0.37  0.23  -0.342
C  1.72  1.19  -0.11  -0.044
C  1.72  -1.71  -0.58  0.023
N  -0.58  0.95  -0.73  -0.034
N  0.51  -1.05  0.00  -0.093
N  -1.88  1.04  -0.18  -0.110
O  -5.07  -0.32  -0.33  -0.047
O  -0.72  -2.97  0.27  0.081
H  -3.84  -1.75  0.20  0.086
H  0.11  0.50  1.21  0.112
H  2.39  0.80  0.75  0.109
H  1.56  2.29  0.04  0.079
H  2.19  1.09  -1.11  0.089
H  1.50  -2.04  -1.60  0.110
H  2.39  -0.89  -0.43  0.050
H  1.93  -2.52  0.00  0.061
H  -0.38  1.98  -0.70  0.113
H  -5.09  0.63  -0.64  0.112
H  -1.87  1.72  0.71  0.176


# 6
# CH4OS2

An isolated molecule of CH4OS2 at a distorted geometry (the ωB97M-V functional and the def2-TZVPD basis, OMol25).

Calculated values
- LUMO level: 0.624 eV
- SMILES: OC(S)S
- Electronic energy: -912.07375 Ha
- ΔE to the lowest compared entry with this formula, charge and spin: 0.484 eV
- Net charge: 0
- Gap between HOMO and LUMO: 9.881 eV

Each line ends with the Löwdin charge.
Cartesian coordinates (Å):
C  -0.01  -0.39  0.40  -1.133
O  0.22  -1.05  -0.76  -0.111
S  0.96  1.22  0.54  0.634
S  -1.67  0.10  0.90  0.662
H  0.56  -1.11  1.12  0.111
H  0.13  -0.41  -1.44  0.064
H  1.86  0.95  -0.44  -0.145
H  -2.06  0.69  -0.32  -0.081